No. 1
C70H54N4O8P2RuS2 as an isolated structure. Source: OMol25; level of theory: the ωB97M-V functional and the def2-TZVPD basis.

Each line ends with the Mulliken spin population.
Element x y z (Å)
Ru 0.02214 0.28320 -0.19415  0.001
C -2.00273 -3.06120 1.68598  -0.001
C -1.02751 -2.33359 0.78914  0.006
N -0.60474 -1.16397 1.15758  0.001
N -0.88992 -0.85233 2.50033  0.000
C -0.95143 0.32259 2.98670  -0.001
S -0.81019 1.91932 2.23823  0.000
S -1.34558 0.54361 4.69639  0.000
C -1.32740 -1.15931 5.34062  0.000
C -0.00875 -1.56530 5.95195  0.000
C 0.71647 -2.62627 5.41969  0.001
C 1.93825 -2.99912 5.97456  0.000
C 2.44542 -2.31706 7.07037  0.000
C 1.72577 -1.25499 7.61122  0.000
C 0.51062 -0.88365 7.05445  0.000
C -0.63118 -2.98839 -0.45929  0.006
C -1.13140 -4.28961 -0.70846  -0.005
C -0.85192 -5.00102 -1.84458  0.000
C -0.03877 -4.41709 -2.82639  0.000
C 0.48733 -3.17039 -2.62624  0.000
C 0.23712 -2.42211 -1.44553  -0.005
O 0.85736 -1.30060 -1.32565  0.000
H -2.48126 -2.37235 2.36476  0.000
H -1.49975 -3.83557 2.27213  0.000
H -2.77458 -3.53642 1.08574  0.001
H -1.58499 -1.79482 4.49777  0.000
H -2.13075 -1.18241 6.07779  0.000
H 0.32461 -3.15766 4.55568  0.000
H 2.50213 -3.81866 5.54194  0.000
H 3.39759 -2.60748 7.50063  0.000
H 2.11935 -0.70972 8.46163  0.000
H -0.04090 -0.04224 7.46646  0.000
H -1.77429 -4.76099 0.02040  0.000
H -1.28696 -5.98170 -1.99438  0.000
H 0.16010 -4.94648 -3.75407  0.000
H 1.10854 -2.69251 -3.37673  0.000
C 6.77703 3.07160 -2.56083  0.000
C 5.55788 2.15725 -2.68977  0.000
C 5.66275 1.36150 -4.00853  0.000
C 4.26047 2.96478 -2.72509  0.000
C 4.14706 4.22398 -3.30194  0.000
C 2.91703 4.85947 -3.39314  0.000
C 1.76642 4.23251 -2.93147  0.000
C 1.83692 2.97023 -2.35452  0.001
P 0.33274 2.02882 -1.78899  -0.003
C -0.66370 3.53221 -1.42068  -0.001
C -0.29037 4.19103 -0.24727  0.001
C -0.97488 5.31451 0.18784  0.000
C -2.03645 5.81615 -0.56106  0.000
C -2.38093 5.20161 -1.75197  0.002
C -1.69633 4.06586 -2.18470  0.003
C -0.20423 1.37967 -3.42249  0.023
C -1.53843 1.27881 -3.80641  0.000
C -1.90085 0.62430 -4.97717  0.010
C -0.93007 0.04887 -5.78105  -0.002
C 0.40575 0.12936 -5.40459  0.001
C 0.76448 0.78677 -4.23610  -0.003
C 3.08856 2.39084 -2.25252  0.000
O 3.08795 1.18161 -1.63479  0.002
C 4.24056 0.74013 -1.07987  0.000
C 4.06123 -0.12598 -0.01638  0.000
C 5.18997 -0.67783 0.57183  0.000
C 6.45195 -0.30992 0.12830  0.000
C 6.59247 0.61877 -0.89719  0.000
C 5.48249 1.16649 -1.52994  0.000
P 2.37172 -0.34600 0.70700  0.000
C 2.67626 0.64346 2.24233  0.001
C 2.00785 0.38595 3.44095  0.000
C 2.12731 1.24268 4.53031  0.000
C 2.89607 2.39259 4.43415  0.000
C 3.54622 2.67754 3.23865  0.000
C 3.43722 1.81427 2.15667  0.000
C 2.51047 -2.12381 1.13480  -0.001
C 2.39566 -2.66551 2.41085  0.000
C 2.48221 -4.04207 2.60350  0.000
C 2.67479 -4.89213 1.52647  0.000
C 2.79614 -4.36004 0.24704  0.001
C 2.71711 -2.98995 0.05406  -0.001
H 6.84770 3.74249 -3.41774  0.000
H 7.69863 2.48866 -2.54067  0.000
H 6.72321 3.67233 -1.64914  0.000
H 5.67374 2.04513 -4.86242  0.000
H 4.81035 0.68471 -4.12117  0.000
H 6.57979 0.76329 -4.01953  0.000
H 5.02567 4.71860 -3.69917  0.000
H 2.85337 5.84504 -3.83894  0.000
H 0.80854 4.73004 -3.01845  0.000
H 0.54016 3.80472 0.33465  0.000
H -0.68947 5.78934 1.11964  0.000
H -2.58698 6.68352 -0.21619  0.000
H -3.19259 5.59870 -2.35333  0.001
H -1.97213 3.61365 -3.12777  -0.004
H -2.32102 1.69715 -3.18925  -0.040
H -2.94989 0.55497 -5.24386  -0.001
H -1.21239 -0.47500 -6.68702  0.000
H 1.17328 -0.33226 -6.01655  0.000
H 1.80859 0.81874 -3.94594  0.000
H 5.08023 -1.37987 1.39118  0.000
H 7.33484 -0.72839 0.59947  0.000
H 7.58931 0.91336 -1.20223  0.000
H 1.36513 -0.47934 3.53221  -0.001
H 1.59279 1.01223 5.44668  0.000
H 2.98049 3.06807 5.27835  0.000
H 4.14363 3.57965 3.14437  0.000
H 3.95172 2.06615 1.23571  0.000
H 2.25639 -2.02573 3.26947  0.000
H 2.39182 -4.44985 3.60545  0.000
H 2.73434 -5.96372 1.68006  0.000
H 2.93914 -5.01368 -0.60600  0.000
H 2.79922 -2.58353 -0.94404  0.000
C -1.48717 1.38816 0.69067  -0.001
C -2.75490 1.63879 0.39393  0.009
C -3.80239 2.45909 1.07602  -0.001
C -4.00627 2.46704 2.45605  -0.001
C -5.02723 3.22711 3.01817  0.000
C -5.87221 3.98270 2.21798  0.000
C -5.68891 3.97272 0.84123  0.000
C -4.67021 3.21887 0.27986  -0.005
H -3.38561 1.87080 3.10705  0.000
H -5.16412 3.21310 4.09377  0.000
H -6.67483 4.56054 2.66150  0.000
H -6.34534 4.54709 0.19779  0.000
H -4.53804 3.21859 -0.79555  0.003
O -3.33898 1.15002 -0.80158  0.024
C -2.90230 0.08706 -1.45042  -0.003
O -1.83462 -0.45788 -1.25309  -0.038
C -3.84762 -0.38106 -2.49126  -0.207
C -3.62600 -1.63992 -3.04083  0.193
C -4.51324 -2.07428 -4.06013  0.042
C -5.53785 -1.28868 -4.51871  0.044
C -5.73144 -0.02898 -3.95769  0.103
C -4.88403 0.43471 -2.90779  0.180
N -6.75580 0.78607 -4.45434  0.120
O -6.87002 1.94351 -3.97817  0.168
O -7.51900 0.33535 -5.34924  0.186
N -4.34000 -3.38639 -4.65700  -0.002
O -5.07198 -3.72961 -5.57263  0.020
O -3.46056 -4.09770 -4.21366  -0.005
H -2.80840 -2.26688 -2.71232  0.125
H -6.18580 -1.63706 -5.30588  0.015
H -5.06258 1.40741 -2.48032  0.041

The calculation puts the calculated total energy at -5094.71141 Ha. The expectation value of S² is 0.78. The molar mass is 1306.37 g mol⁻¹. As for the charge: -1. Its strongest force on any atom is 0.0508 Eh/bohr. As for the spin multiplicity: 2. The highest occupied orbital energy (alpha / beta) comes out at -2.67 / -4.65 eV. For the energy above the lowest of the compared OMol25 structures with the same formula, charge and spin, the calculation gives 10.3 kcal per mole.

***

No. 2
An isolated ion of composition CH2NO3S and charge -1. Source: OMol25; level of theory: the ωB97M-V functional and the def2-TZVPD basis.

Each line ends with the Mulliken charge.
Element x y z (Å)
C 0.10474 0.48998 2.32117  0.799
N -0.84574 -0.43176 1.74869  -0.730
O -0.31796 1.59711 2.59437  -0.654
O 1.22864 0.01868 2.24704  -0.761
O 0.63337 -1.79160 0.19665  -0.541
S -0.36381 -0.59965 -0.32521  0.019
H -0.78257 -1.36611 1.55830  0.417
H 1.16261 -1.32663 0.99076  0.452

The calculation puts the calculated total energy at -717.94411 Ha. The molar mass is 108.10 g mol⁻¹. As for the charge: -1. Its strongest force on any atom is 0.1212 Eh/bohr. As for the SMILES: O=C([O-])NSO. The highest occupied orbital energy comes out at -4.12 eV. For the energy above the lowest of the compared OMol25 structures with the same formula, charge and spin, the calculation gives 61.1 kcal per mole.

***

No. 3
A 2-piece molecular cluster, C6H9N overall. Source: OMol25; level of theory: the ωB97M-V functional and the def2-TZVPD basis.

Each line ends with the Mulliken charge.
Element x y z (Å)
C -2.39480 0.71518 -0.75305  -0.441
C -1.27404 0.37370 -0.18740  -0.061
C 1.67083 0.86117 -0.38212  0.309
C -2.50528 0.17380 0.70967  -0.575
C 0.90020 -1.46090 0.19359  -0.921
C 2.04348 -0.43195 -0.09437  -0.257
N 1.98584 2.03698 -0.32115  -0.504
H -3.11814 1.11841 -1.48297  0.343
H -2.91874 0.77434 1.51690  0.237
H -2.70443 -0.84589 0.93817  0.185
H 0.08911 -1.13922 -0.60273  0.231
H 0.27749 -1.32950 1.12071  0.284
H 1.21662 -2.45107 -0.03070  0.386
H 2.69347 -0.41162 0.89491  0.195
H 2.72920 -0.83233 -0.86309  0.265
H 1.30919 2.84888 -0.65638  0.325

The calculation puts the calculated total energy at -288.47456 Ha. The molar mass is 95.14 g mol⁻¹. Its strongest force on any atom is 0.1062 Eh/bohr. The highest occupied orbital energy (alpha / beta) comes out at -8.22 / -6.77 eV. For the energy above the lowest of the compared OMol25 structures with the same formula, charge and spin, the calculation gives 192.9 kcal per mole.

***

- molar mass of number 2 (CH2NO3S)?
  108.10 g mol⁻¹